2 unconnected molecules or ions with the total composition H4O3Si. Source: the OMol25 dataset; level of theory: ωB97M-V with the def2-TZVPD basis set.

Structure (ORCA input):
```
! RIJCOSX wB97M-V def2-TZVPD def2/J DEFGRID3
* xyz 0 1
O 1.267 -1.374 -0.282
Si 1.809 -0.086 0.244
O 1.051 1.376 -0.020
H 2.662 0.593 1.181
H 0.078 1.458 -0.167
O -1.731 -0.523 0.222
H -1.433 -0.808 -0.655
H -1.981 -1.343 0.481
*
```

As for the SMILES: O=[SiH]O.O. The calculation puts the HOMO energy at -0.408 hartree. The strongest force on any atom is 4.76 eV Å⁻¹. As for the calculated total energy: -14085.5037 eV. Its energy relative to the best compared isomer or geometry (same formula, charge and spin) is 276.43 kJ/mol. The calculation puts the LUMO energy at 0.151 eV.

A molecular structure, C26H26N4O2. Source: the OMol25 dataset; level of theory: ωB97M-V with the def2-TZVPD basis set.

Structure (ORCA input):
```
! RIJCOSX wB97M-V def2-TZVPD def2/J DEFGRID3
* xyz 0 1
N -2.079 -2.215 0.723
C -3.122 -2.724 1.438
N -4.256 -2.882 0.671
C -3.930 -2.471 -0.591
C -5.093 -2.373 -1.518
O -6.226 -2.682 -1.233
C -2.556 -2.084 -0.542
H -3.070 -2.942 2.496
H -4.825 -1.928 -2.514
H -1.957 -1.776 -1.380
C -0.761 6.561 0.679
C -0.182 5.279 0.109
C 0.662 4.482 0.892
C 1.193 3.286 0.405
C 2.105 2.474 1.257
C 0.814 2.864 -0.871
N 1.380 1.673 -1.411
C 1.227 0.379 -0.987
C 0.201 -0.059 -0.034
C 0.096 -1.482 0.247
C -0.303 -1.883 1.540
C 0.208 -3.177 2.098
C 0.862 -3.396 3.352
C 1.315 -4.680 3.722
C 1.033 -5.807 2.910
C 0.356 -5.613 1.694
C 0.010 -4.321 1.283
O -0.501 0.814 0.543
N 2.037 -0.383 -1.764
C 2.206 -1.829 -1.731
C 2.670 0.418 -2.708
C 2.267 1.689 -2.489
C 0.034 3.659 -1.708
C -0.322 3.225 -3.089
C -0.470 4.863 -1.200
H -1.298 7.130 -0.096
H -1.468 6.354 1.503
H 0.031 7.209 1.095
H 0.911 4.791 1.913
H 2.904 1.992 0.679
H 2.568 3.135 2.003
H 1.543 1.691 1.797
H 0.169 -2.147 -0.629
H -0.775 -1.098 2.226
H 1.152 -2.546 3.981
H 1.957 -4.853 4.614
H 1.321 -6.820 3.238
H 0.167 -6.480 1.028
H -0.369 -4.160 0.270
H 3.103 -2.091 -2.314
H 2.332 -2.193 -0.690
H 1.344 -2.330 -2.220
H 3.301 0.005 -3.474
H 2.499 2.599 -2.990
H -1.057 3.929 -3.488
H 0.530 3.216 -3.778
H -0.779 2.230 -3.110
H -1.108 5.475 -1.843
*
```

The calculation puts the HOMO energy at -0.263 hartree. The strongest force on any atom is 4.10 eV Å⁻¹. As for the calculated total energy: -37435.0954 eV. Its energy relative to the best compared isomer or geometry (same formula, charge and spin) is 613.31 kJ/mol. The calculation puts the LUMO energy at -0.620 eV.

2 unconnected molecules or ions with the total composition C4H9N2O2. Source: the OMol25 dataset; level of theory: ωB97M-V with the def2-TZVPD basis set.

Structure (ORCA input):
```
! RIJCOSX wB97M-V def2-TZVPD def2/J DEFGRID3
* xyz -1 1
N 2.076 2.185 -1.778
C 0.795 1.840 -1.258
O 0.828 1.211 -0.165
O -0.181 2.126 -1.973
H 2.054 2.947 -2.432
H 2.805 2.223 -1.087
C -1.454 -2.643 2.141
C -0.834 -1.729 1.129
C -0.416 -2.169 -0.061
N -0.780 -0.402 1.512
H -2.446 -2.303 2.437
H -0.836 -2.672 3.043
H -1.519 -3.658 1.748
H 0.039 -1.483 -0.764
H -0.567 -3.197 -0.353
H -0.641 -0.259 2.499
H -0.188 0.207 0.934
*
```

The calculation puts the HOMO energy at -0.159 hartree. The strongest force on any atom is 0.52 eV Å⁻¹. As for the calculated total energy: -11371.1656 eV. Its energy relative to the best compared isomer or geometry (same formula, charge and spin) is 0.00 kJ/mol. The calculation puts the LUMO energy at 3.723 eV.

C4H6O2 in the gas phase. Source: the OMol25 dataset; level of theory: ωB97M-V with the def2-TZVPD basis set.

Structure (ORCA input):
```
! RIJCOSX wB97M-V def2-TZVPD def2/J DEFGRID3
* xyz 0 1
C 0.426 0.577 1.472
O -0.393 -0.557 1.183
C -1.160 -0.459 0.068
C -0.668 -0.246 -1.158
C 0.774 -0.367 -1.432
O 1.319 0.007 -2.447
H -0.201 1.414 1.799
H 1.097 0.270 2.274
H 1.020 0.903 0.611
H -2.225 -0.593 0.263
H -1.333 -0.047 -1.990
H 1.344 -0.901 -0.642
*
```

As for the SMILES: CO/C=C\C=O. The calculation puts the HOMO energy at -0.357 hartree. The strongest force on any atom is 0.44 eV Å⁻¹. As for the calculated total energy: -8338.4894 eV. Its energy relative to the best compared isomer or geometry (same formula, charge and spin) is 190.25 kJ/mol. The calculation puts the LUMO energy at 0.327 eV.

A molecular structure, C18H12ClFeNO5S. Source: the OMol25 dataset; level of theory: ωB97M-V with the def2-TZVPD basis set.

Structure (ORCA input):
```
! RIJCOSX wB97M-V def2-TZVPD def2/J DEFGRID3
* xyz 0 5
N 4.317 -7.334 2.744
C 3.629 -6.468 2.362
C 2.815 -5.411 1.833
C 3.307 -4.651 0.763
C 2.617 -3.510 0.344
C 1.431 -3.161 1.004
S 0.429 -1.790 0.430
C 0.848 -0.322 1.431
Cl 1.072 -0.806 3.134
O 0.850 -1.455 -0.914
O -0.920 -2.230 0.744
C 0.876 -3.975 1.995
C 1.563 -5.122 2.395
H 4.244 -4.967 0.285
H 3.022 -2.885 -0.459
H 1.813 0.079 1.082
H -0.078 -3.729 2.473
H 1.112 -5.774 3.153
O -3.859 6.574 -2.934
C -3.377 5.598 -2.504
Fe -2.295 4.182 -2.441
C -3.374 3.356 -3.597
O -4.118 3.159 -4.470
C -1.257 4.693 -3.762
O -0.915 5.225 -4.743
C -0.268 0.901 0.765
C 0.566 2.013 0.431
C 0.252 3.143 -0.291
C -1.021 3.732 -0.532
C -2.240 3.027 -0.650
C -2.360 1.590 -0.531
C -1.553 0.697 0.153
H -0.260 0.584 1.904
H 1.588 1.945 0.822
H 1.113 3.738 -0.616
H -1.057 4.841 -0.583
H -3.188 3.615 -0.624
H -3.290 1.168 -0.944
H -2.032 -0.273 0.349
*
```

The calculation puts the HOMO energy (spin up / spin down) at -0.222 / -0.314 hartree. The strongest force on any atom is 4.35 eV Å⁻¹. As for the calculated total energy: -88323.8199 eV. Its energy relative to the best compared isomer or geometry (same formula, charge and spin) is 69.08 kJ/mol. The calculation puts the LUMO energy (spin up / spin down) at -0.994 / -2.721 eV.

A molecular structure, C34H27F2N7OSSn. Source: the OMol25 dataset; level of theory: ωB97M-V with the def2-TZVPD basis set.

Structure (ORCA input):
```
! RIJCOSX wB97M-V def2-TZVPD def2/J DEFGRID3
* xyz 2 1
Sn 1.859 -10.573 17.969
C 0.333 -13.888 15.127
C 1.156 -12.699 15.653
N 1.094 -12.443 16.960
N 0.373 -13.339 17.684
C 0.160 -12.910 18.920
O 0.508 -11.696 19.329
C -0.560 -13.665 19.926
C -1.207 -14.872 19.596
C -2.184 -15.395 20.447
C -2.518 -14.696 21.598
C -1.742 -13.641 22.008
C -0.800 -13.081 21.147
C 2.156 -11.984 14.941
C 2.665 -12.326 13.692
C 3.523 -11.452 13.014
C 3.773 -10.218 13.576
C 3.337 -9.925 14.872
N 2.617 -10.818 15.596
H -0.681 -13.842 15.536
H 0.784 -14.826 15.477
H 0.264 -13.831 14.049
H -1.016 -15.426 18.671
H -2.827 -16.265 20.114
H -3.286 -15.053 22.236
H -1.881 -13.190 22.986
H -0.339 -12.121 21.403
H 2.519 -13.398 13.445
H 3.912 -11.792 12.061
H 4.223 -9.524 12.936
H 3.581 -8.998 15.333
F 6.822 -12.458 17.267
C 5.931 -11.971 18.214
C 4.588 -11.837 17.862
C 3.771 -11.065 18.738
C 4.386 -10.401 19.839
C 5.769 -10.568 20.122
F 6.362 -9.792 21.054
C 6.569 -11.375 19.280
C 3.562 -9.400 20.629
C 4.004 -8.557 21.664
C 3.028 -7.875 22.418
C 1.676 -8.037 22.127
C 1.281 -8.903 21.102
N 2.210 -9.592 20.359
H 4.119 -12.311 16.981
H 7.652 -11.457 19.357
H 5.049 -8.310 21.761
H 3.362 -7.159 23.175
H 0.851 -7.573 22.610
H 0.279 -9.290 21.045
C -2.549 -8.668 18.414
N -1.378 -7.748 18.496
C -1.434 -6.414 19.009
C -0.188 -5.926 18.931
N 0.616 -6.830 18.206
C -0.166 -7.918 17.882
S 0.061 -9.040 16.648
C 1.954 -6.687 17.953
C 2.508 -5.411 17.739
C 3.804 -5.276 17.289
C 4.579 -6.446 17.212
C 4.039 -7.634 17.616
N 2.730 -7.780 17.917
H -3.299 -8.416 19.175
H -2.219 -9.718 18.605
H -2.990 -8.481 17.402
H -2.341 -6.144 19.539
H 0.194 -4.968 19.307
H 1.884 -4.534 17.941
H 4.209 -4.341 17.046
H 5.671 -6.464 17.101
H 4.661 -8.585 17.646
*
```

The calculation puts the HOMO energy at -0.481 hartree. The strongest force on any atom is 3.87 eV Å⁻¹. As for the calculated total energy: -70261.1456 eV. Its energy relative to the best compared isomer or geometry (same formula, charge and spin) is 181.86 kJ/mol. The calculation puts the LUMO energy at -6.907 eV.

C2H5NS2 in the gas phase. Source: the OMol25 dataset; level of theory: ωB97M-V with the def2-TZVPD basis set.

Structure (ORCA input):
```
! RIJCOSX wB97M-V def2-TZVPD def2/J DEFGRID3
* xyz 0 1
C 0.458 1.627 -0.048
C 0.614 0.177 0.087
S 2.061 -0.495 0.009
N -0.517 -0.660 0.062
S -2.134 -0.154 -0.071
H 0.943 2.145 0.825
H -0.534 1.904 0.010
H 0.841 1.808 -1.014
H -0.327 -1.440 -0.587
H -2.570 -0.221 1.086
*
```

As for the SMILES: CC(=S)NS. The calculation puts the HOMO energy at -0.318 hartree. The strongest force on any atom is 4.12 eV Å⁻¹. As for the calculated total energy: -25314.3711 eV. Its energy relative to the best compared isomer or geometry (same formula, charge and spin) is 140.38 kJ/mol. The calculation puts the LUMO energy at 0.273 eV.

Q: energy relative to the best compared isomer or geometry (same formula, charge and spin) of number 5 (C18H12ClFeNO5S)?
A: 69.08 kJ/mol

Q: The highest calculated total energy belongs to which entry?
A: C4H6O2